# 1
{"formula": "C26H48Br2F6N8O9PS2", "method": "ωB97M-V/def2-TZVPD", "symbols": ["C", "C", "O", "C", "C", "C", "Br", "C", "S", "O", "O", "C", "F", "F", "F", "N", "C", "C", "C", "Br", "P", "N", "O", "O", "N", "C", "C", "C", "C", "S", "C", "N", "N", "C", "O", "C", "F", "F", "F", "H", "H", "H", "H", "H", "H", "H", "H", "H", "H", "H", "H", "H", "H", "H", "H", "H", "H", "H", "H", "H", "H", "H", "H", "H", "H", "H", "C", "O", "N", "C", "C", "H", "H", "H", "H", "H", "H", "H", "C", "O", "N", "C", "C", "H", "H", "H", "H", "H", "H", "H", "C", "O", "N", "C", "C", "H", "H", "H", "H", "H", "H", "H"], "xyz": [[5.24, -2.53, 1.58], [5.96, -1.23, 0.96], [5.13, -0.06, 0.86], [4.70, 0.19, -0.52], [3.58, -0.85, -0.99], [2.38, -0.50, -1.93], [2.69, -1.78, -3.51], [2.56, 0.91, -2.66], [4.10, 1.32, -3.59], [3.74, 2.10, -4.85], [4.84, 2.39, -2.79], [5.36, 0.14, -4.16], [4.95, -0.40, -5.41], [6.53, 0.88, -4.48], [5.79, -0.92, -3.38], [2.37, 1.97, -1.66], [1.50, 1.74, -0.49], [2.31, 2.34, 0.77], [0.74, 0.35, -0.27], [1.32, -0.31, 1.57], [-1.00, 0.84, 0.30], [-0.81, 2.06, 1.35], [-1.79, -0.27, 1.35], [-2.00, 1.59, -0.83], [0.94, -0.72, -1.37], [-0.11, -0.32, -2.43], [-1.48, -0.93, -2.74], [-2.74, -1.22, -1.85], [-3.52, -2.60, -2.24], [-3.60, -3.77, -0.76], [-2.24, -4.97, -0.93], [-1.58, -5.83, -0.01], [-0.59, -6.52, -0.66], [-0.60, -6.09, -2.01], [-1.64, -5.15, -2.19], [0.66, -2.10, -0.98], [1.59, -2.87, -0.28], [0.38, -3.02, -2.04], [-0.48, -2.29, -0.16], [4.19, -2.25, 1.93], [5.23, -3.32, 0.75], [5.82, -2.90, 2.49], [6.80, -0.96, 1.70], [6.48, -1.56, 0.01], [5.71, 0.11, -1.09], [4.47, 1.29, -0.53], [4.24, -1.68, -1.47], [3.35, -1.35, 0.02], [1.76, 1.15, -3.46], [2.21, 2.86, -2.15], [0.68, 2.54, -0.67], [3.21, 1.76, 1.10], [1.68, 2.58, 1.67], [2.71, 3.36, 0.39], [-1.15, 1.81, 2.28], [-2.74, 0.01, 1.42], [-2.61, 2.24, -0.40], [-0.20, 0.84, -2.43], [0.37, -0.41, -3.48], [-1.91, -0.22, -3.57], [-1.35, -1.89, -3.38], [-3.55, -0.42, -2.02], [-2.64, -1.28, -0.73], [-4.60, -2.39, -2.54], [-3.04, -3.16, -3.10], [0.05, -6.37, -2.89], [-4.11, 1.74, 3.11], [-3.91, 1.55, 1.92], [-5.33, 1.96, 3.67], [-5.49, 2.17, 5.09], [-6.50, 1.98, 2.81], [-3.29, 1.74, 3.84], [-6.15, 1.40, 5.49], [-5.94, 3.16, 5.25], [-4.53, 2.13, 5.61], [-6.59, 1.02, 2.30], [-6.38, 2.76, 2.06], [-7.40, 2.17, 3.40], [7.27, 2.32, 1.91], [7.87, 1.72, 2.79], [7.82, 2.77, 0.75], [7.05, 3.47, -0.25], [9.23, 2.53, 0.50], [6.20, 2.55, 2.00], [7.08, 2.91, -1.19], [7.48, 4.46, -0.40], [6.01, 3.58, 0.07], [9.42, 1.45, 0.52], [9.82, 3.00, 1.30], [9.53, 2.94, -0.46], [-8.50, -0.48, 2.00], [-7.74, -0.11, 1.13], [-9.82, -0.76, 1.83], [-10.66, -1.20, 2.92], [-10.40, -0.61, 0.51], [-8.16, -0.63, 3.04], [-11.07, -2.18, 2.68], [-11.48, -0.48, 3.05], [-10.10, -1.26, 3.85], [-9.87, -1.27, -0.19], [-10.28, 0.42, 0.17], [-11.46, -0.87, 0.52]], "lowdin_charge": [-0.0714, -0.2490, -0.1985, -0.1900, -0.1667, -0.5032, 0.9589, -0.3693, 0.8563, -0.2915, -0.3130, -0.5225, 0.0384, 0.0938, 0.0758, -0.0254, -0.3428, -0.1092, -0.5461, 0.9716, 0.6579, -0.1789, -0.2501, -0.1873, -0.0786, -0.1491, -0.1712, -0.2460, -0.4031, 0.9298, -0.5468, -0.0053, 0.0105, -0.0942, -0.0950, -0.4370, 0.1085, 0.0572, 0.0970, 0.0657, 0.0831, 0.0843, 0.1322, 0.1233, 0.1314, 0.0959, 0.1036, 0.0824, 0.1458, 0.1545, 0.1503, 0.0496, 0.0643, 0.1117, -0.0070, 0.0543, 0.0997, 0.1510, 0.1222, 0.1638, 0.1288, 0.1246, 0.0538, 0.0913, 0.0800, 0.1380, -0.3101, -0.0294, -0.1825, -0.0482, -0.0333, 0.1384, 0.0925, 0.0951, 0.0874, 0.0537, 0.1028, 0.0960, -0.3580, 0.0133, -0.1995, -0.0598, -0.0413, 0.1258, 0.0781, 0.0932, 0.0781, 0.0911, 0.0957, 0.0884, -0.3429, -0.0110, -0.1982, -0.0544, -0.0390, 0.1351, 0.0930, 0.0926, 0.0853, 0.0941, 0.0948, 0.0905], "fmax_ev_per_a": 10.4, "charge": 1, "total_energy_ha": -9018.970684}

---

# 2
{"formula": "C4H9N3O", "method": "ωB97M-V/def2-TZVPD", "symbols": ["C", "C", "C", "C", "N", "N", "N", "O", "H", "H", "H", "H", "H", "H", "H", "H", "H"], "xyz": [[-0.14, -0.76, 1.82], [-1.05, 0.15, 0.97], [0.95, -0.86, -0.88], [-0.50, 0.90, -0.30], [0.77, -0.19, 2.45], [0.70, 0.98, -2.28], [0.38, 0.30, -1.10], [-2.12, -0.68, 0.57], [-0.57, -1.78, 1.83], [-1.58, 0.86, 1.78], [0.67, -1.63, -0.12], [-2.06, -0.63, -0.40], [1.60, -1.27, -1.72], [-0.73, 1.93, -0.58], [1.38, -0.64, 3.11], [0.71, 1.92, -2.12], [1.75, 0.73, -2.58]], "lowdin_charge": [-0.2604, -0.3394, -0.0239, -0.0677, 0.1137, 0.0931, -0.3257, -0.0851, 0.1249, 0.1739, 0.0753, 0.0809, 0.0800, 0.1007, 0.0529, 0.0422, 0.1646], "fmax_ev_per_a": 5.3, "de_lowest_kcal_mol": 133.70, "total_energy_ha": -397.137586}

---

# 3
{"formula": "C3HLiO4Yb", "method": "ωB97M-V/def2-TZVPD", "symbols": ["O", "C", "O", "O", "Yb", "C", "C", "O", "Li", "H"], "xyz": [[1.86, 0.97, -0.03], [1.67, -0.22, 0.40], [0.47, -0.74, 0.27], [2.62, -0.96, -0.05], [0.23, 2.45, -0.03], [-0.58, 0.18, 0.17], [-1.82, -0.21, 0.21], [-2.98, -0.41, 0.24], [-4.58, -0.97, -0.61], [3.12, -0.08, -0.57]], "lowdin_charge": [-0.1617, -0.5472, 0.0842, 0.1880, 1.6407, -0.2331, -0.1967, 0.0175, 0.9188, 0.2895], "fmax_ev_per_a": 6.9, "de_lowest_kcal_mol": 0.00, "charge": 2, "total_energy_ha": -1581.446296}

---

# 4
{"formula": "H24O12", "method": "ωB97M-V/def2-TZVPD", "symbols": ["O", "H", "H", "O", "H", "H", "O", "H", "H", "O", "H", "H", "O", "H", "H", "O", "H", "H", "O", "H", "H", "O", "H", "H", "O", "H", "H", "O", "H", "H", "O", "H", "H", "O", "H", "H"], "xyz": [[2.24, 1.51, 1.66], [1.45, 0.97, 1.80], [1.93, 2.20, 1.05], [1.85, -4.00, 0.52], [2.58, -3.69, -0.03], [2.16, -4.31, 1.37], [1.82, 2.07, -1.67], [1.05, 1.64, -1.31], [1.76, 2.34, -2.59], [-0.80, -1.67, -2.77], [-1.68, -2.04, -2.92], [-0.55, -1.47, -1.88], [-2.29, -1.55, -0.11], [-1.46, -1.89, -0.43], [-2.17, -0.71, 0.34], [1.59, -0.78, -4.33], [0.79, -1.13, -3.87], [1.81, -0.10, -3.67], [-2.88, 1.08, 2.40], [-2.22, 0.66, 2.97], [-3.78, 1.05, 2.72], [0.58, 0.14, 4.16], [-0.14, 0.55, 4.64], [0.45, -0.63, 3.62], [-4.35, 1.30, -0.43], [-4.36, 0.66, -1.14], [-3.95, 2.12, -0.70], [-0.85, 3.53, -0.65], [-1.25, 2.95, 0.01], [-1.42, 4.18, -1.07], [3.43, -0.30, 0.12], [3.00, 0.03, 0.94], [3.26, 0.39, -0.53], [0.57, -1.45, 0.85], [1.12, -1.24, 0.08], [0.71, -2.42, 0.84]], "lowdin_charge": [-0.0465, 0.0269, 0.0549, -0.0431, 0.0644, 0.0547, -0.0448, 0.0213, 0.0501, -0.0304, 0.0677, 0.0044, -0.0505, -0.0231, 0.0202, -0.0770, -0.0005, 0.0086, -0.0515, 0.0226, 0.0378, -0.0406, 0.0320, 0.0237, -0.0513, 0.0353, 0.0229, -0.0509, 0.0273, 0.0418, -0.0851, -0.0021, 0.0078, -0.0686, 0.0234, 0.0183], "smiles": "O.O.O.O.O.O.O.O.O.O.O.O", "fmax_ev_per_a": 1.7, "de_lowest_kcal_mol": 63.42, "total_energy_ha": -917.224290}